Molecular formula: C3H3AgO3
Method: DFT, ωB97M-V/def2-TZVPD

The geometry in XYZ format:
```
10
Properties=species:S:1:pos:R:3:forces:R:3:nbo_charge:R:1
C 0.091 0.499 -0.002 -0.41 -0.49 0.29 0.96
C 0.583 -1.196 1.576 3.65 -0.61 -1.46 0.12
O 0.980 -0.079 0.871 -0.05 1.64 0.93 -0.55
O -0.405 -0.259 -0.862 -0.35 0.15 -0.68 -0.80
C 0.710 -2.438 1.038 -5.06 0.06 0.99 -0.49
H 0.820 -1.138 2.649 -1.16 0.61 -0.18 0.20
H -0.469 -2.364 1.573 1.97 -1.75 0.07 0.24
H 0.477 -2.602 -0.020 0.89 0.50 0.00 0.21
O -0.178 1.708 0.159 0.31 0.10 -0.29 -0.78
Ag -1.467 1.614 -1.789 0.20 -0.20 0.32 0.89
```
Forces are in eV/Å.

charge: 0
LUMO energy: -1.7 eV
maximum force: 5.2 eV/Å
HOMO energy: -0.3216 Eh
gap between HOMO and LUMO: 0.260 hartree